{"formula": "C48H120N8O16", "method": "wB97M-V/def2-TZVPD", "smiles": "COCCNCCOC.COCCNCCOC.COCCNCCOC.COCCNCCOC.COCCNCCOC.COCCNCCOC.COCCNCCOC.COCCNCCOC", "molar_mass_da": 1065.53, "homo_energy_ev": -8.32, "homo_lumo_gap_ev": 8.769, "species": ["C", "O", "C", "C", "N", "C", "C", "O", "C", "H", "H", "H", "H", "H", "H", "H", "H", "H", "H", "H", "H", "H", "H", "H", "C", "O", "C", "C", "N", "C", "C", "O", "C", "H", "H", "H", "H", "H", "H", "H", "H", "H", "H", "H", "H", "H", "H", "H", "C", "O", "C", "C", "N", "C", "C", "O", "C", "H", "H", "H", "H", "H", "H", "H", "H", "H", "H", "H", "H", "H", "H", "H", "C", "O", "C", "C", "N", "C", "C", "O", "C", "H", "H", "H", "H", "H", "H", "H", "H", "H", "H", "H", "H", "H", "H", "H", "C", "O", "C", "C", "N", "C", "C", "O", "C", "H", "H", "H", "H", "H", "H", "H", "H", "H", "H", "H", "H", "H", "H", "H", "C", "O", "C", "C", "N", "C", "C", "O", "C", "H", "H", "H", "H", "H", "H", "H", "H", "H", "H", "H", "H", "H", "H", "H", "C", "O", "C", "C", "N", "C", "C", "O", "C", "H", "H", "H", "H", "H", "H", "H", "H", "H", "H", "H", "H", "H", "H", "H", "C", "O", "C", "C", "N", "C", "C", "O", "C", "H", "H", "H", "H", "H", "H", "H", "H", "H", "H", "H", "H", "H", "H", "H"], "xyz": [[6.1626, 9.7717, -13.2336], [5.2370, 8.8684, -12.6376], [5.0958, 9.0208, -11.1654], [4.3270, 7.6843, -10.8244], [4.2518, 7.5043, -9.4004], [3.6422, 6.3082, -8.8267], [2.0703, 6.2759, -8.9544], [1.4663, 5.0045, -8.7665], [0.7141, 4.9519, -7.5192], [6.2479, 9.6052, -14.3075], [7.1302, 9.6752, -12.7412], [5.7537, 10.7570, -13.0095], [4.5071, 9.9188, -10.9782], [6.0869, 8.9855, -10.7132], [4.7554, 6.8647, -11.4013], [3.3143, 7.8682, -11.1831], [5.1615, 7.3930, -8.9758], [3.8563, 6.2389, -7.7602], [4.0526, 5.4214, -9.3096], [1.7447, 6.6572, -9.9222], [1.5610, 7.0591, -8.3929], [-0.1637, 5.5980, -7.5340], [1.3116, 5.0084, -6.6094], [0.1514, 4.0306, -7.3687], [12.6553, -8.5331, -2.1788], [11.7984, -9.1324, -3.1822], [12.3901, -10.0788, -4.0495], [11.3708, -10.5387, -5.1877], [10.1935, -11.4027, -5.0462], [9.3220, -10.7928, -4.0588], [8.6496, -9.5118, -4.6562], [7.8160, -9.9070, -5.7983], [6.6366, -10.5392, -5.5024], [12.7777, -9.2679, -1.3830], [12.0370, -7.7818, -1.6877], [13.6330, -8.3124, -2.6072], [12.6987, -10.9346, -3.4490], [13.2868, -9.6310, -4.4778], [12.0848, -11.1288, -5.7622], [11.1392, -9.7022, -5.8471], [9.6819, -11.6916, -5.8677], [9.7606, -10.4946, -3.1065], [8.4816, -11.4314, -3.7868], [9.3298, -8.7344, -5.0042], [8.0239, -9.0359, -3.9011], [6.4969, -10.8876, -4.4790], [6.7372, -11.4071, -6.1539], [5.7817, -10.0227, -5.9389], [-2.1126, 2.0907, -0.0127], [-0.8892, 1.3764, 0.1254], [-0.5452, 0.6094, -0.9576], [-0.1197, -0.7476, -0.4983], [0.1859, -1.7608, -1.5456], [0.2154, -3.1233, -1.0622], [0.7148, -4.1165, -2.0390], [2.0818, -4.0147, -2.2908], [2.5840, -5.2337, -2.7965], [-2.6563, 2.3691, 0.8901], [-2.8166, 1.4454, -0.5382], [-1.9804, 2.9570, -0.6609], [0.2494, 1.1897, -1.4267], [-1.2257, 0.5366, -1.8060], [-0.9932, -1.2376, -0.0681], [0.5984, -0.6564, 0.3166], [1.1600, -1.6783, -1.7996], [-0.7323, -3.4155, -0.6099], [0.9119, -3.1488, -0.2241], [0.1933, -3.9383, -2.9794], [0.4413, -5.1261, -1.7325], [1.9091, -5.8406, -3.4000], [3.0507, -5.9008, -2.0717], [3.5113, -5.0049, -3.3217], [3.4057, 4.6599, 1.5102], [4.5460, 4.0085, 2.0703], [4.3468, 2.8196, 2.8043], [4.1906, 1.6206, 1.9832], [5.5340, 1.2508, 1.4942], [5.4012, 0.0814, 0.6420], [4.9391, 0.5334, -0.6991], [5.5682, 1.6472, -1.2232], [5.1577, 2.0043, -2.4658], [3.1198, 3.9273, 0.7554], [3.7433, 5.5103, 0.9178], [2.5548, 4.8055, 2.1758], [3.3670, 3.0440, 3.2259], [5.0408, 2.7298, 3.6400], [3.4941, 1.8965, 1.1914], [3.7623, 0.7448, 2.4708], [5.7870, 1.9587, 0.8196], [4.6096, -0.5260, 1.0808], [6.2843, -0.5468, 0.5256], [3.8960, 0.8494, -0.6837], [4.9563, -0.1966, -1.5084], [5.6955, 2.8404, -2.9130], [4.1468, 2.4104, -2.5013], [5.1495, 1.1600, -3.1551], [-7.0067, 6.5242, 5.6622], [-7.7412, 5.3106, 5.8546], [-8.8324, 5.1835, 4.9673], [-10.2280, 5.2482, 5.7370], [-10.5710, 6.5506, 6.3102], [-11.8278, 6.5132, 7.0427], [-11.5210, 5.8765, 8.3942], [-10.4639, 6.6899, 8.9812], [-10.4212, 6.3134, 10.3549], [-6.9256, 6.5198, 4.5752], [-5.9653, 6.2378, 5.8091], [-7.2740, 7.4351, 6.1978], [-8.6535, 4.1745, 4.5956], [-8.9262, 5.8873, 4.1402], [-10.0881, 4.4663, 6.4834], [-10.9687, 4.8718, 5.0315], [-9.8151, 6.8015, 6.9314], [-12.6422, 5.9874, 6.5442], [-12.1602, 7.5246, 7.2764], [-11.2227, 4.8321, 8.3038], [-12.3835, 5.9789, 9.0528], [-10.5300, 5.2312, 10.4278], [-11.2332, 6.7981, 10.8968], [-9.4566, 6.5761, 10.7892], [2.9922, -12.4100, -0.1486], [4.2934, -11.9801, 0.0020], [4.9437, -12.1815, 1.2771], [5.2666, -13.7463, 1.7033], [4.1643, -14.7420, 1.6856], [4.6164, -16.0431, 1.8018], [4.9820, -16.5644, 3.3018], [3.8390, -16.7456, 4.1130], [3.9201, -17.5358, 5.2852], [2.8227, -13.4748, 0.0117], [2.7049, -12.1952, -1.1779], [2.3888, -11.8367, 0.5552], [4.3490, -11.6036, 1.9846], [5.8858, -11.6349, 1.2357], [5.8233, -13.7530, 2.6404], [6.0550, -14.1057, 1.0420], [3.5221, -14.4442, 2.4060], [5.5002, -16.2389, 1.1946], [3.8703, -16.6602, 1.3012], [5.5286, -15.7248, 3.7314], [5.6418, -17.4296, 3.2369], [4.6368, -16.9228, 5.8318], [4.4277, -18.5003, 5.2722], [2.9610, -17.6441, 5.7917], [-10.6159, 11.3335, -3.0505], [-9.9409, 10.5227, -2.0162], [-9.5665, 11.1742, -0.7416], [-8.6844, 10.2502, 0.1617], [-7.5147, 9.7504, -0.5347], [-6.4556, 10.7726, -0.6530], [-5.2188, 10.1270, -1.3822], [-5.5115, 9.7359, -2.7836], [-5.1017, 10.5229, -3.8444], [-10.0242, 12.2473, -3.1041], [-11.6684, 11.5847, -2.9189], [-10.4453, 10.8899, -4.0314], [-10.5211, 11.4347, -0.2845], [-8.9550, 12.0076, -1.0874], [-9.2084, 9.2954, 0.1189], [-8.5116, 10.5572, 1.1932], [-7.7426, 9.3366, -1.4274], [-6.3728, 11.2911, 0.3022], [-6.7377, 11.5817, -1.3268], [-4.8058, 9.2545, -0.8759], [-4.4479, 10.8945, -1.3136], [-4.1728, 11.0355, -3.5943], [-5.7990, 11.3414, -4.0228], [-4.7584, 9.9840, -4.7275], [-7.1677, -2.0749, 6.7820], [-7.8531, -1.8426, 8.0405], [-7.2370, -0.8318, 8.9524], [-7.1962, 0.5229, 8.2453], [-6.0667, 0.6376, 7.2230], [-4.9990, 1.1570, 7.9527], [-3.7889, 0.9644, 6.9761], [-2.4968, 1.5069, 7.3263], [-2.2179, 2.8001, 6.7863], [-7.3825, -2.9998, 6.2467], [-6.1540, -2.1640, 7.1726], [-7.2955, -1.2600, 6.0695], [-6.2312, -1.0671, 9.3004], [-7.8156, -0.7542, 9.8729], [-6.9432, 1.2890, 8.9782], [-8.1292, 0.7879, 7.7477], [-6.2474, 1.3880, 6.5716], [-4.6685, 0.5647, 8.8060], [-4.9569, 2.1688, 8.3560], [-4.2071, 1.3208, 6.0348], [-3.5558, -0.0994, 6.9295], [-2.8266, 3.4817, 7.3806], [-2.5629, 2.8669, 5.7545], [-1.1508, 2.8622, 6.9997]], "atomic_forces_ev_per_a": [[-0.8, 0.1, 1.2], [0.2, -0.1, 0.9], [-0.4, -2.3, -2.4], [-0.3, 1.6, 0.0], [0.3, -0.1, 1.8], [-2.2, -0.4, -0.6], [0.2, 0.8, -0.9], [-0.5, 0.0, 1.7], [-0.5, -0.7, -0.6], [-0.2, -0.1, 0.2], [0.3, 0.0, -0.2], [0.4, 0.5, -0.4], [0.2, 0.0, 0.4], [0.0, 0.4, 0.2], [0.2, -0.1, 0.0], [-0.1, -0.3, -0.2], [0.6, 0.9, -0.4], [0.3, 0.2, 0.0], [-0.2, -0.4, 0.0], [0.5, -0.5, -0.7], [0.4, -0.1, 1.1], [0.5, 1.0, 0.0], [0.3, 0.7, -0.2], [0.7, -0.8, -0.8], [-1.3, -1.9, -0.4], [-0.2, 1.0, 0.3], [-2.0, -0.4, 0.6], [1.8, -0.4, -1.6], [1.0, 0.3, 3.3], [-1.7, 1.3, -0.9], [-0.9, -0.8, -0.2], [2.4, 2.1, 1.1], [-0.5, -1.6, -1.3], [0.5, -0.3, 0.1], [0.6, 0.6, -0.6], [-0.1, 0.7, 0.2], [0.1, -0.4, -0.1], [0.0, -0.1, -0.6], [0.1, -0.1, -0.5], [0.1, 0.5, 0.3], [0.5, 0.6, -0.2], [0.7, -0.3, -0.3], [0.1, -0.4, -0.1], [0.1, -0.4, -0.1], [-0.2, 0.0, 0.2], [-0.1, 0.4, 0.1], [-0.7, -0.8, 0.3], [-0.2, 0.5, 0.6], [-0.4, -0.6, -1.2], [-1.7, 0.9, 2.1], [1.5, 0.3, -2.0], [-0.9, -2.1, 0.0], [0.8, 1.1, -0.5], [0.1, 0.4, 2.1], [-1.3, -0.3, -1.1], [0.5, -0.5, 0.2], [1.8, 0.0, -0.2], [0.9, 0.0, 0.4], [-0.2, -0.1, -0.2], [0.1, 0.3, 0.1], [0.8, -0.4, -0.3], [-0.9, -0.1, 0.4], [-0.3, 0.5, 0.6], [0.4, -0.1, 0.0], [0.2, 0.8, -0.6], [-0.3, -0.1, -0.4], [0.3, -0.3, 0.5], [-0.3, -0.1, -0.3], [0.1, -0.1, 0.3], [-0.2, 0.4, -0.2], [-0.8, -0.1, 1.0], [-0.4, 0.3, -0.8], [0.8, -2.2, -1.1], [1.7, 1.3, 0.1], [-2.6, 1.7, 1.5], [1.2, -0.6, -1.0], [-0.3, -0.5, -0.1], [0.0, -0.1, -0.1], [-2.2, -0.4, -2.1], [2.6, 1.2, 1.5], [-1.1, 0.6, -1.7], [-1.0, 0.2, -0.4], [0.0, 0.3, 0.7], [0.3, 0.4, 0.3], [-0.4, -0.6, 0.9], [0.4, 0.1, -0.4], [-0.2, -0.2, -0.4], [0.0, 0.2, 0.5], [0.5, 0.7, 0.4], [0.1, -0.4, -0.2], [0.3, 0.3, 0.4], [-0.7, -0.4, 0.5], [0.2, -0.9, 0.3], [0.8, -0.3, 0.4], [-0.7, -0.2, 0.4], [0.2, -0.2, -0.2], [1.4, -2.0, -1.4], [-0.2, 1.5, 0.7], [-1.9, -0.5, 1.1], [1.8, -0.6, -0.6], [0.0, -0.6, -1.9], [0.9, -0.1, 1.3], [-0.2, 1.4, 0.0], [-0.7, -1.2, 0.3], [0.4, 0.1, -0.3], [-0.5, 1.6, -0.3], [0.2, 0.3, 1.1], [-0.4, -0.2, -0.2], [-0.8, -0.1, -0.4], [0.8, 0.3, 0.0], [-0.3, -0.2, 0.4], [-0.3, 0.3, 0.0], [-0.1, 0.2, 0.2], [0.3, 0.0, -0.3], [0.0, 0.1, -0.3], [0.1, 0.0, 0.2], [-0.2, -0.3, 0.1], [0.0, -0.1, 0.2], [0.0, 0.0, 0.2], [-0.1, 0.2, -0.1], [-0.9, -0.1, 0.2], [2.6, -0.4, 0.3], [-0.8, -1.6, -0.4], [-0.1, 1.5, -0.9], [0.6, 3.9, -0.2], [0.1, -3.2, 1.6], [-0.4, 1.0, -1.2], [-1.5, -1.0, -1.6], [1.8, 1.4, 0.4], [0.3, -0.1, 0.2], [-0.1, 0.2, 0.1], [-0.7, 0.0, 0.0], [-0.3, -0.5, 0.7], [0.1, -0.3, -0.3], [-0.3, 0.5, 0.6], [-0.3, 0.1, -0.6], [-0.4, -0.5, 0.1], [0.3, 0.4, 0.1], [-0.2, -0.6, 0.6], [0.5, 0.0, 0.2], [-0.2, -0.3, 0.1], [-0.2, -0.2, 1.4], [-0.2, -0.4, -1.0], [0.0, 0.3, -0.4], [2.1, 0.2, 1.2], [-0.5, -0.5, -0.1], [-0.1, 0.0, -1.3], [-1.6, -2.0, -2.8], [1.8, 1.6, 1.1], [-0.4, -1.6, -2.1], [-0.2, 1.0, -0.2], [-0.4, -1.0, 2.2], [1.3, 1.7, 0.6], [-0.3, 0.5, 0.0], [0.0, -0.4, 0.5], [-0.2, -0.6, 0.3], [0.3, 0.5, 0.4], [-0.3, 0.7, 0.5], [-1.0, 0.1, 1.1], [0.0, 0.3, -0.3], [-0.1, 0.2, -0.1], [0.9, -0.5, 0.2], [-0.2, 0.3, -0.4], [-0.5, -0.2, -0.1], [0.3, 0.1, -0.6], [0.3, 0.3, 0.4], [-0.3, -0.2, -0.6], [-1.0, -0.5, 0.0], [1.1, 0.6, 1.6], [-0.3, 0.4, 0.9], [-0.6, -0.2, -2.4], [0.7, 0.4, -0.8], [-2.2, 0.0, 1.5], [5.3, -0.5, 0.3], [0.6, 0.0, 0.9], [-1.3, -0.3, -0.6], [-0.8, -1.1, 1.3], [-0.8, -0.2, 0.8], [0.6, 0.2, -1.1], [0.2, 0.1, 0.2], [0.3, -0.6, -0.4], [-0.5, -0.3, -0.4], [-0.6, 0.1, 0.4], [-0.2, -0.3, 0.2], [-0.9, -0.1, -0.4], [-0.7, -0.4, 0.3], [-0.9, 0.6, -0.3], [0.8, 0.1, -0.6], [-0.5, -0.1, -0.3], [0.4, 0.7, -0.1], [0.6, 0.0, -0.3], [-0.1, 0.8, -0.6]]}